--- a ---
An isolated molecule of C3H4N2O, computed with wB97M-V/def2-TZVPD.

Output
Total charge: 0
SMILES string: Oc1cnc[nH]1
Kohn-Sham gap: 0.3335 Eh
Spin multiplicity: 1
E_LUMO: 0.645 eV

The geometry in XYZ format:
```
10
C3H4N2O | the OMol25 dataset | wB97M-V/def2-TZVPD
O -1.708 -1.049 -0.266
C -0.636 -0.231 -0.110
C -0.412 1.119 -0.087
N 0.939 1.361 0.058
C 1.508 0.188 0.112
N 0.592 -0.821 0.023
H -2.467 -0.674 0.195
H -1.128 1.927 -0.175
H 2.569 -0.002 0.209
H 0.743 -1.818 0.041
```

Atomic partial charges in e from the Löwdin method, atoms 1 to 6: atom 1 (O): 0.07, atom 2 (C): -0.38, atom 3 (C): -0.11, atom 4 (N): 0.04, atom 5 (C): -0.22, atom 6 (N): 0.11

--- b ---
An isolated molecule of C3H4N2O, computed with wB97M-V/def2-TZVPD.

Output
Total charge: 0
SMILES string: N[C@]1(C=O)C=N1
Kohn-Sham gap: 0.3571 Eh
Spin multiplicity: 1
E_LUMO: 0.572 eV

The geometry in XYZ format:
```
10
C3H4N2O | the OMol25 dataset | wB97M-V/def2-TZVPD
N 1.427 -0.238 -0.114
C 0.076 0.098 -0.081
C -0.411 1.391 0.303
N -0.748 0.612 1.227
C -0.831 -0.970 -0.578
O -0.498 -2.131 -0.558
H 1.602 -1.231 -0.028
H 2.071 0.346 0.399
H -0.336 2.467 0.173
H -1.851 -0.644 -0.850
```

Atomic partial charges in e from the Löwdin method, atoms 1 to 6: atom 1 (N): 0.12, atom 2 (C): -0.45, atom 3 (C): -0.11, atom 4 (N): 0.20, atom 5 (C): -0.22, atom 6 (O): 0.05

--- c ---
An isolated molecule of C3H4N2O, computed with wB97M-V/def2-TZVPD.

Output
Total charge: 0
SMILES string: Oc1cn[nH]c1
Kohn-Sham gap: 0.3649 Eh
Spin multiplicity: 1
E_LUMO: 0.819 eV

The geometry in XYZ format:
```
10
C3H4N2O | the OMol25 dataset | wB97M-V/def2-TZVPD
O 2.082 -0.066 -0.035
C 0.719 0.066 0.023
C -0.212 -0.869 0.422
N -1.414 -0.261 0.279
N -1.331 0.995 -0.171
C -0.032 1.209 -0.327
H 2.281 -0.697 -0.737
H -0.104 -1.877 0.797
H -2.325 -0.664 0.425
H 0.337 2.164 -0.677
```

Atomic partial charges in e from the Löwdin method, atoms 1 to 6: atom 1 (O): 0.02, atom 2 (C): -0.34, atom 3 (C): -0.04, atom 4 (N): -0.05, atom 5 (N): 0.02, atom 6 (C): -0.10

It turns out a is the most stable, with the second structure 14.5 kcal/mol higher.

--- a ---
An isolated molecule of C3H4N2O, computed with wB97M-V/def2-TZVPD.

Output
Total charge: 0
SMILES string: Oc1ccn[nH]1
Kohn-Sham gap: 0.3446 Eh
Spin multiplicity: 1
E_LUMO: 0.659 eV

The geometry in XYZ format:
```
10
C3H4N2O | the OMol25 dataset | wB97M-V/def2-TZVPD
O 1.985 -0.263 0.285
C 0.691 0.102 0.194
C -0.420 -0.568 0.635
C -1.439 -0.093 -0.216
N -1.036 0.901 -0.987
N 0.284 1.034 -0.701
H 2.003 -1.082 0.800
H -0.436 -1.329 1.402
H -2.402 -0.555 -0.379
H 0.770 1.854 -1.033
```

Atomic partial charges in e from the Löwdin method, atoms 1 to 6: atom 1 (O): 0.08, atom 2 (C): -0.39, atom 3 (C): -0.04, atom 4 (C): -0.18, atom 5 (N): 0.02, atom 6 (N): 0.03

--- b ---
A cluster of 2 separate species, C3H4N2O in total, computed with wB97M-V/def2-TZVPD.

Output
Total charge: 0
SMILES string: O=C1CN1.C#N
Kohn-Sham gap: 0.3816 Eh
Spin multiplicity: 1
E_LUMO: 0.977 eV

The geometry in XYZ format:
```
10
C3H4N2O | the OMol25 dataset | wB97M-V/def2-TZVPD
C -2.881 0.522 0.083
C 1.130 0.607 -0.118
C 1.808 -0.686 0.079
N -2.456 -0.529 0.343
N 0.475 -0.465 -0.505
O 1.012 1.756 0.189
H 1.859 -0.923 1.034
H 2.620 -0.948 -0.696
H -3.134 1.510 -0.190
H -0.434 -0.843 -0.218
```

Atomic partial charges in e from the Löwdin method, atoms 1 to 6: atom 1 (C): -0.03, atom 2 (C): -0.52, atom 3 (C): -0.02, atom 4 (N): 0.06, atom 5 (N): 0.11, atom 6 (O): 0.09

--- c ---
An isolated molecule of C3H4N2O, computed with wB97M-V/def2-TZVPD.

Output
Total charge: 0
Kohn-Sham gap: 0.3119 Eh
Spin multiplicity: 1
E_LUMO: -0.727 eV

The geometry in XYZ format:
```
10
C3H4N2O | the OMol25 dataset | wB97M-V/def2-TZVPD
N 2.038 0.098 -0.356
C 0.747 -0.238 -0.104
N -0.094 0.886 -0.086
C -1.298 0.518 0.210
C -1.937 -0.607 0.643
O 0.342 -1.389 0.096
H 2.279 1.075 -0.415
H 2.778 -0.586 -0.343
H -2.115 1.262 0.337
H -2.740 -1.019 0.017
```

Atomic partial charges in e from the Löwdin method, atoms 1 to 6: atom 1 (N): 0.16, atom 2 (C): -0.60, atom 3 (N): 0.08, atom 4 (C): -0.32, atom 5 (C): 0.24, atom 6 (O): 0.04

It turns out a is the most stable, with the second structure 41.0 kcal/mol higher.

--- a ---
An isolated molecule of C3H4N2O, computed with wB97M-V/def2-TZVPD.

Output
Total charge: 0
SMILES string: Oc1ccn[nH]1
Kohn-Sham gap: 0.3632 Eh
Spin multiplicity: 1
E_LUMO: 0.628 eV

The geometry in XYZ format:
```
10
C3H4N2O | the OMol25 dataset | wB97M-V/def2-TZVPD
O 1.186 1.351 1.004
C 0.399 0.484 0.313
C 0.664 -0.469 -0.640
C -0.609 -1.007 -0.938
N -1.579 -0.422 -0.254
N -0.941 0.473 0.521
H 1.574 0.879 1.754
H 1.622 -0.703 -1.081
H -0.854 -1.803 -1.630
H -1.462 1.218 0.953
```

Atomic partial charges in e from the Löwdin method, atoms 1 to 6: atom 1 (O): 0.06, atom 2 (C): -0.39, atom 3 (C): -0.02, atom 4 (C): -0.17, atom 5 (N): 0.02, atom 6 (N): 0.02

--- b ---
An isolated molecule of C3H4N2O, computed with wB97M-V/def2-TZVPD.

Output
Total charge: 0
SMILES string: O=C1CN=CN1
Kohn-Sham gap: 0.3902 Eh
Spin multiplicity: 1
E_LUMO: 0.799 eV

The geometry in XYZ format:
```
10
C3H4N2O | the OMol25 dataset | wB97M-V/def2-TZVPD
O -1.352 1.768 0.116
C -0.628 0.809 0.007
C -0.936 -0.686 -0.025
N 0.335 -1.371 0.195
C 1.227 -0.465 0.109
N 0.759 0.825 -0.124
H -1.710 -0.986 0.684
H -1.296 -0.925 -1.035
H 2.291 -0.638 0.240
H 1.307 1.669 -0.169
```

Atomic partial charges in e from the Löwdin method, atoms 1 to 6: atom 1 (O): 0.08, atom 2 (C): -0.45, atom 3 (C): -0.12, atom 4 (N): 0.04, atom 5 (C): -0.20, atom 6 (N): 0.12

It turns out b is the most stable, with the second structure 19.8 kcal/mol higher.

--- a ---
An isolated molecule of C3H4N2O, computed with wB97M-V/def2-TZVPD.

Output
Total charge: 0
SMILES string: Cc1nnco1
Kohn-Sham gap: 0.4048 Eh
Spin multiplicity: 1
E_LUMO: 0.814 eV

The geometry in XYZ format:
```
10
C3H4N2O | the OMol25 dataset | wB97M-V/def2-TZVPD
C 2.078 -0.066 0.065
C 0.627 0.189 0.037
C -1.434 -0.709 0.072
H 2.466 1.038 -0.259
H 2.263 -0.724 -0.761
H 2.410 -0.515 0.892
H -1.936 -1.605 -0.075
N -0.230 1.199 -0.053
N -1.586 0.626 0.033
O -0.014 -0.931 -0.087
```

Atomic partial charges in e from the Löwdin method, atoms 1 to 6: atom 1 (C): 0.02, atom 2 (C): -0.47, atom 3 (C): -0.06, atom 4 (H): 0.16, atom 5 (H): 0.08, atom 6 (H): 0.04

--- b ---
An isolated molecule of C3H4N2O, computed with wB97M-V/def2-TZVPD.

Output
Total charge: 0
SMILES string: O=CNC1=NC1
Kohn-Sham gap: 0.3772 Eh
Spin multiplicity: 1
E_LUMO: 0.612 eV

The geometry in XYZ format:
```
10
C3H4N2O | the OMol25 dataset | wB97M-V/def2-TZVPD
N 0.178 0.929 -0.634
C -1.189 0.839 -0.385
O -1.699 -0.058 0.237
C 0.566 -1.218 0.674
C 0.903 -0.045 -0.021
N 2.007 -0.568 0.261
H 0.585 1.685 -1.165
H -1.772 1.672 -0.792
H 0.154 -2.055 0.104
H 0.266 -1.181 1.720
```

Atomic partial charges in e from the Löwdin method, atoms 1 to 6: atom 1 (N): 0.14, atom 2 (C): -0.29, atom 3 (O): 0.05, atom 4 (C): -0.07, atom 5 (C): -0.48, atom 6 (N): 0.19

It turns out b is the most stable, with the second structure 5.4 kcal/mol higher.